a | 17
Properties=species:S:1:pos:R:3 method="wB97M-V/def2-TZVPD" smiles="C[C@@H](O)[C@H](N)C(=O)O" homo_lumo_gap_ev=9.5502
C -1.9397 -0.1122 -0.2288
C -0.6978 0.4986 -0.6618
O -0.6716 1.9512 -0.8106
C 0.4911 0.1280 0.3078
N 1.7062 0.8078 -0.1827
C 0.7642 -1.3030 0.6132
O -0.0158 -2.0863 1.1206
O 1.9767 -1.6344 0.2844
H -2.2234 0.2163 0.7378
H -2.7465 0.1177 -0.8588
H -1.7949 -1.1908 -0.2532
H -0.3272 0.0941 -1.6591
H -1.0093 2.2942 0.0045
H 0.1594 0.5656 1.3846
H 1.5812 1.7674 -0.3147
H 2.5765 0.3832 -0.1634
H 2.1710 -2.4974 0.6801

***

b | 17
Properties=species:S:1:pos:R:3 method="wB97M-V/def2-TZVPD" smiles="N[C@@H](CO)CC(=O)O" homo_lumo_gap_ev=10.4419
N 2.2954 -0.0011 0.3421
C 0.8988 0.1574 -0.0322
C 0.6986 -0.4743 -1.4011
O 1.4434 0.1814 -2.4187
C -0.0960 -0.4600 0.9549
C -1.4609 0.1756 0.8632
O -1.7207 1.2846 0.4932
O -2.4209 -0.6944 1.2409
H 2.5678 -0.9443 0.5542
H 2.6141 0.6409 1.0577
H 0.7473 1.2252 -0.2265
H -0.3510 -0.4079 -1.6843
H 0.9342 -1.5463 -1.4322
H 2.2614 0.5077 -2.0191
H 0.3313 -0.3051 1.9495
H -0.2019 -1.5344 0.7670
H -3.2796 -0.2913 1.0353

***

c | 17
Properties=species:S:1:pos:R:3 method="wB97M-V/def2-TZVPD" smiles="C[C@@H](O)[C@@H](N)C(=O)O" homo_lumo_gap_ev=9.9542
C 0.8249 -1.7171 1.4314
C -0.1971 -0.5577 1.3666
O 0.5932 0.8022 1.4871
C -0.7809 -0.3884 -0.0324
N -1.7825 0.6211 -0.1028
C 0.3998 0.2571 -1.1944
O 1.5119 -0.0309 -1.3929
O -0.4147 1.0534 -2.0857
H 1.4797 -1.8170 0.4222
H 0.4721 -2.9349 1.5773
H 1.3153 -1.3794 2.4969
H -1.0182 -0.4801 2.1562
H 1.6840 1.0235 1.8674
H -1.0211 -1.3992 -0.5271
H -2.6953 0.1842 0.2538
H -1.3400 1.3650 0.4968
H -1.4022 0.9288 -1.5189

***

d | 17
Properties=species:S:1:pos:R:3 method="wB97M-V/def2-TZVPD" smiles="NC(=O)CCC=O.O" homo_lumo_gap_ev=10.1338
N -0.3397 -1.7083 0.4098
C 0.2900 -0.8251 1.2410
O 1.0997 -1.2069 2.0766
C 0.1378 0.6699 1.0183
C 1.2005 1.1822 0.0560
C 0.9197 0.8716 -1.3767
O -0.1507 1.0811 -1.9089
H -1.1768 -1.3480 -0.0161
H -0.3050 -2.6324 0.8103
H 0.2300 1.1087 2.0004
H -0.8796 0.8979 0.6823
H 2.1458 0.7615 0.3844
H 1.3819 2.2447 0.2473
H 1.6741 0.3572 -1.9802
O -2.3519 -0.0665 -1.0283
H -1.5259 0.4439 -1.1314
H -2.5684 -0.3780 -1.9100

***

Name the least stable of them. c.

***

a | 17
Properties=species:S:1:pos:R:3 method="wB97M-V/def2-TZVPD" smiles="C=C(N)OCCOO" homo_lumo_gap_ev=8.7156
C -1.0803 0.0738 -2.6463
C -0.6029 0.1062 -1.4019
N 0.6726 0.5697 -1.0879
O -1.3791 -0.4471 -0.4188
C -1.0960 -0.4156 0.9560
C 0.3399 -0.7034 1.4147
O 0.8795 0.5736 1.7286
O 2.1033 0.4762 2.4244
H -0.5154 0.4664 -3.4688
H -2.0322 -0.3724 -2.8521
H 0.7223 1.1051 -0.2293
H 1.0846 1.0668 -1.8641
H -1.7715 -1.1667 1.3706
H -1.3694 0.5711 1.3738
H 0.3329 -1.3210 2.3175
H 0.9219 -1.1998 0.6303
H 2.7897 0.6171 1.7534

***

b | 17
Properties=species:S:1:pos:R:3 method="wB97M-V/def2-TZVPD" smiles="O=CCCNC=O.O" homo_lumo_gap_ev=9.9971
O -0.6563 -2.6673 1.1393
C -0.5495 -1.9041 0.2238
C -1.5294 -0.7834 -0.0823
C -0.8888 0.3770 -0.8335
N -0.6350 1.5718 -0.0661
C 0.4093 1.8011 0.7856
O 0.3605 2.6411 1.6591
H 0.3003 -1.9423 -0.4888
H -2.3113 -1.2369 -0.6980
H -2.0135 -0.4514 0.8362
H 0.0200 0.0644 -1.3481
H -1.5200 0.6938 -1.6616
H -1.4493 2.1141 0.1923
H 1.3051 1.2104 0.5589
O 2.6985 -0.3917 -0.0089
H 3.0291 -0.7762 -0.8219
H 3.4302 -0.3204 0.6140

***

c | 17
Properties=species:S:1:pos:R:3 method="wB97M-V/def2-TZVPD" smiles="CNC(=O)O.CC=O" homo_lumo_gap_ev=10.3647
C -1.0805 0.2509 -1.9260
N -2.2335 0.3116 -1.0623
C -2.1766 0.2399 0.2745
O -1.1853 0.1147 0.9518
O -3.4222 0.3273 0.8125
H -0.9926 1.1690 -2.5092
H -1.1594 -0.5983 -2.6064
H -0.1897 0.1330 -1.3119
H -3.1454 0.4182 -1.4777
H -3.3524 0.2729 1.7754
C 3.2430 -0.4778 1.3572
C 2.0119 -0.2444 0.5374
O 1.9948 -0.1490 -0.6627
H 4.1248 -0.5476 0.7260
H 3.3558 0.3384 2.0659
H 3.1229 -1.3958 1.9284
H 1.0844 -0.1628 1.1272

***

Name the least stable of them. a.

***

a | 20
Properties=species:S:1:pos:R:3 method="wB97M-V/def2-TZVPD" homo_lumo_gap_ev=3.4653
C 1.4435 0.7718 0.1554
C 2.9362 0.3871 0.0425
S -3.3329 0.1533 -2.1637
C 0.6905 -0.0040 1.1391
N -0.8439 -0.6055 0.7497
C -1.7739 0.5681 0.7107
C -0.6814 -1.2136 -0.4861
H 1.1704 1.7905 0.2700
H 3.1859 -0.5327 -0.5694
H 3.4664 1.2088 -0.4498
H 3.5573 0.3892 1.0863
H -3.2796 -0.8247 -3.0473
H 0.2808 0.5829 1.9398
H 1.1503 -0.9993 1.2628
H -2.3651 0.9319 1.6305
H -1.3225 1.3796 0.2014
H -2.5547 0.1840 -0.0322
H -1.6566 -1.4753 -0.9623
H -0.0689 -0.5352 -1.1664
H -0.0017 -2.1571 -0.3110

***

b | 20
Properties=species:S:1:pos:R:3 method="wB97M-V/def2-TZVPD" homo_lumo_gap_ev=5.6913
C 5.0893 0.2419 -0.0998
N 3.7736 0.3586 0.0714
C 0.3801 0.1029 0.0154
C -1.0965 0.4390 0.0943
C -1.9203 1.1716 -0.8989
S -3.8123 -1.0199 1.0154
C 1.3616 -0.5035 -1.1032
H 5.5673 0.1612 -1.0988
H 5.7860 0.4814 0.8152
H 4.1514 1.4960 -0.0853
H 1.1098 0.8854 0.2889
H 0.3920 -0.6321 0.8449
H -1.2248 0.7013 1.1820
H -1.8554 -0.4241 0.4612
H -2.6049 0.4412 -1.4339
H -1.5323 1.9486 -1.5386
H -2.6378 1.7063 -0.1876
H 1.8198 -1.3829 -0.7680
H 2.0440 0.3623 -1.3171
H 0.6820 -0.6474 -1.9572

***

Name the least stable of them. b.